Entry 1:
115
Properties=species:S:1:pos:R:3 method="wB97M-V/def2-TZVPD" multiplicity=2 e_tot_ev=-149009.583 s2=0.752
H 16.53 7.01 -31.29
H 22.26 7.38 -29.11
H 16.31 4.63 -29.66
H 23.13 6.43 -25.86
H 21.95 9.75 -26.34
H 21.94 6.11 -28.17
H 22.65 4.90 -34.62
O 11.36 9.25 -24.15
C 15.77 3.92 -29.02
H 22.22 8.72 -23.34
H 23.86 5.76 -33.91
O 17.02 7.10 -25.18
H 17.55 8.21 -30.77
H 17.64 3.90 -27.27
O 20.82 11.64 -23.92
H 19.94 5.50 -29.43
S 21.09 9.71 -28.59
H 22.83 12.33 -26.84
C 22.91 6.07 -31.46
O 17.47 7.18 -28.13
H 21.15 13.19 -28.30
H 20.27 7.05 -30.09
C 17.00 1.35 -26.27
H 10.17 10.48 -25.27
H 17.96 6.39 -30.54
H 9.37 9.33 -24.10
H 9.96 10.79 -23.52
H 20.03 2.31 -26.98
C 17.24 7.21 -30.48
H 12.89 7.61 -24.80
S 22.14 11.27 -23.44
H 22.29 8.80 -20.53
C 16.83 4.67 -24.67
Ca 15.15 8.02 -26.43
H 22.15 5.03 -25.29
C 21.92 9.52 -22.67
C 22.01 11.76 -27.27
H 22.98 11.00 -19.73
C 14.99 9.58 -22.89
H 16.15 2.03 -26.35
C 22.46 12.03 -21.72
C 18.09 1.78 -27.18
H 17.07 6.46 -22.12
H 23.21 10.11 -27.71
O 22.30 5.32 -32.58
H 23.01 7.14 -31.61
C 17.25 12.13 -26.17
C 22.77 5.70 -33.90
H 14.65 10.38 -22.23
C 21.02 6.70 -25.74
C 16.65 7.24 -29.02
C 20.47 11.31 -29.13
C 22.29 6.11 -25.24
H 17.18 1.32 -25.19
H 19.64 11.66 -28.53
N 19.31 1.89 -26.41
C 10.18 10.03 -24.27
H 15.65 4.47 -28.08
H 18.63 3.37 -28.52
C 16.74 10.70 -26.39
O 21.83 9.02 -29.66
O 17.52 9.75 -26.44
N 13.79 8.02 -24.62
H 13.27 8.39 -22.58
C 21.64 12.26 -28.60
H 15.48 8.68 -22.52
C 16.82 6.11 -24.19
H 22.46 12.28 -29.32
O 20.67 7.81 -25.28
H 19.08 2.52 -25.65
H 20.26 11.34 -30.20
H 16.64 0.37 -26.56
H 18.25 1.02 -27.94
H 22.22 6.58 -34.25
Cu 18.76 7.85 -26.51
H 21.35 10.96 -20.25
H 18.45 5.59 -22.91
O 23.34 11.20 -24.23
C 20.56 6.00 -30.17
O 20.30 6.13 -26.58
H 22.50 6.50 -24.25
C 17.73 6.40 -22.99
O 15.55 10.41 -26.57
H 16.58 12.79 -25.61
H 14.91 3.45 -29.49
H 22.26 13.10 -21.59
H 14.23 7.23 -24.17
H 16.12 4.54 -25.49
H 21.18 11.95 -26.59
C 22.60 9.57 -21.25
C 12.51 10.05 -23.79
N 22.55 6.44 -28.90
H 20.22 5.65 -31.14
C 17.76 3.06 -27.94
C 22.37 10.93 -20.63
H 20.89 9.27 -22.44
H 12.37 10.67 -22.90
H 15.79 6.23 -23.87
H 18.23 12.21 -25.70
H 18.17 7.40 -23.05
O 19.98 9.01 -27.94
C 22.11 5.72 -30.16
H 23.96 5.85 -31.26
H 22.31 4.66 -30.04
H 17.87 4.47 -24.94
H 12.88 10.66 -24.61
C 22.23 10.25 -27.26
C 13.67 8.94 -23.44
H 15.49 10.13 -23.69
O 16.60 2.80 -28.74
H 17.41 12.40 -27.21
H 16.46 4.04 -23.86
H 23.54 12.22 -21.75
O 15.44 7.51 -28.80
H 23.67 9.41 -21.36

=====

Entry 2:
113
Properties=species:S:1:pos:R:3 method="wB97M-V/def2-TZVPD" e_tot_ev=-68342.990 de_lowest_kj_mol=0.00 smiles="C[N+](=O)[O-].C[N+](=O)[O-].C[N+](=O)[O-].c1ccccc1.COCCOC.COCCOC.COCCOC.COCCOC.COCCOC"
H 3.84 -2.67 -1.75
C -2.15 4.99 2.86
H 3.19 -4.22 2.80
H -7.49 -0.15 3.40
H 6.29 -5.54 0.34
C -0.85 4.55 -0.49
H -1.38 5.39 -0.95
C -4.52 0.52 1.03
H 2.64 2.51 7.39
H 3.98 -1.12 -2.60
C -4.14 -0.15 -4.83
H 8.14 -2.50 -1.20
O -0.81 -0.75 5.20
H -0.66 3.42 -4.21
H 1.64 -1.50 -2.83
H -2.64 3.57 1.37
H 3.30 0.95 6.92
C 0.09 0.18 4.63
O 2.09 -4.53 1.04
H -3.57 -1.15 2.02
O -1.31 -0.88 0.72
H 0.28 -0.11 3.59
H -5.17 -0.39 -4.51
H -3.03 7.30 1.90
H -5.64 2.22 0.37
H 1.90 1.05 8.03
H -2.45 -1.16 -6.80
H -1.24 -0.04 -7.41
O -0.61 0.30 -4.74
H 3.97 1.44 0.37
H -2.69 -0.29 -8.37
H -1.58 4.29 3.48
O 6.24 -2.32 -1.96
C 3.31 -4.48 1.73
C 1.37 0.23 5.44
H -2.04 8.24 3.02
H 2.46 0.74 -0.28
C -2.11 -0.61 4.67
H -2.72 -1.35 5.18
H -3.18 4.93 3.24
H -4.15 -0.28 -2.14
H -3.67 0.72 0.38
H 0.66 -3.36 0.20
C -2.17 4.57 1.42
H 3.15 -6.55 1.95
O 2.08 -0.01 1.99
H -1.62 1.50 0.19
H -3.38 7.23 3.65
C -6.71 1.07 1.84
H -2.73 0.79 -2.04
H -0.33 1.53 1.44
C 3.42 0.52 0.17
H -2.51 0.39 4.88
H 8.03 -2.37 -2.99
C -4.47 -0.55 1.90
C -2.31 -0.22 -7.34
H 5.55 -5.88 -1.19
H -7.58 1.72 1.79
H 1.31 -0.56 6.20
N -0.44 -0.19 0.23
C -0.89 2.58 -4.87
H 2.23 0.01 4.81
C 7.55 -2.75 -2.08
C -5.64 1.34 1.00
H -1.95 2.59 -5.06
C -3.24 0.04 -2.65
C -4.19 0.56 -6.15
H -2.81 5.25 0.83
H 0.05 1.77 -0.31
C 1.49 -3.27 0.90
O -0.30 1.43 -2.95
H -1.31 3.62 -0.86
H -2.52 -0.78 -2.75
H 7.57 -3.85 -2.16
N -0.58 1.34 -4.13
O -2.90 0.86 -6.67
H -4.75 -0.04 -6.86
N 3.19 -0.13 1.48
H 4.78 -5.92 2.37
O -3.52 0.67 -3.88
C 5.46 -2.62 -3.11
H -3.60 -1.11 -4.90
O 4.12 -0.71 1.98
H 0.19 4.60 -0.84
C 3.94 -5.84 1.67
H -0.39 1.17 4.62
O 0.48 -0.60 -0.45
H 1.56 -3.25 -2.50
O 1.50 1.51 6.05
O -1.63 6.28 3.07
O 4.33 -6.26 0.38
H 1.12 -2.82 1.83
H 5.51 -3.71 -3.27
H 4.03 -0.14 -0.44
H -0.27 2.60 -5.76
C 4.05 -2.21 -2.73
H -2.10 -0.84 3.60
C -2.58 7.30 2.90
H -5.53 -1.73 3.34
C 1.82 -2.50 -3.26
C 5.32 -5.48 -0.20
O -0.87 4.59 0.91
H 5.16 -4.40 -0.26
C 2.37 1.48 7.14
C -6.66 0.00 2.72
O 3.14 -2.69 -3.69
H -4.68 1.53 -6.02
C -5.55 -0.83 2.73
H 1.11 -2.58 -4.08
H 3.93 -3.67 1.31
H 5.91 -2.13 -3.97
C -0.58 1.29 0.41
H 2.21 -2.57 0.44

=====

Repeat the first record exactly.
115
Properties=species:S:1:pos:R:3 method="wB97M-V/def2-TZVPD" multiplicity=2 e_tot_ev=-149009.583 s2=0.752
H 16.53 7.01 -31.29
H 22.26 7.38 -29.11
H 16.31 4.63 -29.66
H 23.13 6.43 -25.86
H 21.95 9.75 -26.34
H 21.94 6.11 -28.17
H 22.65 4.90 -34.62
O 11.36 9.25 -24.15
C 15.77 3.92 -29.02
H 22.22 8.72 -23.34
H 23.86 5.76 -33.91
O 17.02 7.10 -25.18
H 17.55 8.21 -30.77
H 17.64 3.90 -27.27
O 20.82 11.64 -23.92
H 19.94 5.50 -29.43
S 21.09 9.71 -28.59
H 22.83 12.33 -26.84
C 22.91 6.07 -31.46
O 17.47 7.18 -28.13
H 21.15 13.19 -28.30
H 20.27 7.05 -30.09
C 17.00 1.35 -26.27
H 10.17 10.48 -25.27
H 17.96 6.39 -30.54
H 9.37 9.33 -24.10
H 9.96 10.79 -23.52
H 20.03 2.31 -26.98
C 17.24 7.21 -30.48
H 12.89 7.61 -24.80
S 22.14 11.27 -23.44
H 22.29 8.80 -20.53
C 16.83 4.67 -24.67
Ca 15.15 8.02 -26.43
H 22.15 5.03 -25.29
C 21.92 9.52 -22.67
C 22.01 11.76 -27.27
H 22.98 11.00 -19.73
C 14.99 9.58 -22.89
H 16.15 2.03 -26.35
C 22.46 12.03 -21.72
C 18.09 1.78 -27.18
H 17.07 6.46 -22.12
H 23.21 10.11 -27.71
O 22.30 5.32 -32.58
H 23.01 7.14 -31.61
C 17.25 12.13 -26.17
C 22.77 5.70 -33.90
H 14.65 10.38 -22.23
C 21.02 6.70 -25.74
C 16.65 7.24 -29.02
C 20.47 11.31 -29.13
C 22.29 6.11 -25.24
H 17.18 1.32 -25.19
H 19.64 11.66 -28.53
N 19.31 1.89 -26.41
C 10.18 10.03 -24.27
H 15.65 4.47 -28.08
H 18.63 3.37 -28.52
C 16.74 10.70 -26.39
O 21.83 9.02 -29.66
O 17.52 9.75 -26.44
N 13.79 8.02 -24.62
H 13.27 8.39 -22.58
C 21.64 12.26 -28.60
H 15.48 8.68 -22.52
C 16.82 6.11 -24.19
H 22.46 12.28 -29.32
O 20.67 7.81 -25.28
H 19.08 2.52 -25.65
H 20.26 11.34 -30.20
H 16.64 0.37 -26.56
H 18.25 1.02 -27.94
H 22.22 6.58 -34.25
Cu 18.76 7.85 -26.51
H 21.35 10.96 -20.25
H 18.45 5.59 -22.91
O 23.34 11.20 -24.23
C 20.56 6.00 -30.17
O 20.30 6.13 -26.58
H 22.50 6.50 -24.25
C 17.73 6.40 -22.99
O 15.55 10.41 -26.57
H 16.58 12.79 -25.61
H 14.91 3.45 -29.49
H 22.26 13.10 -21.59
H 14.23 7.23 -24.17
H 16.12 4.54 -25.49
H 21.18 11.95 -26.59
C 22.60 9.57 -21.25
C 12.51 10.05 -23.79
N 22.55 6.44 -28.90
H 20.22 5.65 -31.14
C 17.76 3.06 -27.94
C 22.37 10.93 -20.63
H 20.89 9.27 -22.44
H 12.37 10.67 -22.90
H 15.79 6.23 -23.87
H 18.23 12.21 -25.70
H 18.17 7.40 -23.05
O 19.98 9.01 -27.94
C 22.11 5.72 -30.16
H 23.96 5.85 -31.26
H 22.31 4.66 -30.04
H 17.87 4.47 -24.94
H 12.88 10.66 -24.61
C 22.23 10.25 -27.26
C 13.67 8.94 -23.44
H 15.49 10.13 -23.69
O 16.60 2.80 -28.74
H 17.41 12.40 -27.21
H 16.46 4.04 -23.86
H 23.54 12.22 -21.75
O 15.44 7.51 -28.80
H 23.67 9.41 -21.36